The following is a quantum chemistry calculation of one molecule with the formula C9H11B at a distorted geometry, from the Open Molecules 2025 dataset.

Calculated values
Calculated total energy: -374.03481 Ha
HOMO-LUMO gap (spin up / spin down): 5.657 / 7.578 eV
Expectation value of S²: 2.032
Multiplicity: 3
E_HOMO (spin up / spin down): -5.009 / -8.789 eV

Positions of all 21 atoms, in Å:
B 1.53 -1.34 -0.57
C 2.83 -1.17 -0.40
C 3.66 -0.80 0.55
C 3.25 -0.38 1.90
C 4.47 -0.06 1.47
C -1.56 1.00 -0.61
C -1.06 -0.08 0.12
C -1.40 2.28 -0.01
C 0.27 -1.51 -1.38
C -0.94 -1.44 -0.44
H 2.55 -0.31 2.64
H 5.35 0.39 1.58
H -1.96 0.98 -1.63
H -0.53 0.13 1.09
H -0.92 3.05 -0.65
H -0.70 2.24 0.76
H -2.33 2.74 0.26
H 0.31 -0.84 -2.25
H 0.32 -2.48 -1.86
H -0.62 -2.18 0.31
H -1.86 -1.79 -0.95

The following is a quantum chemistry calculation of one molecule with the formula C4H9N3S at a distorted geometry, from the Open Molecules 2025 dataset.

Calculated values
Calculated total energy: -720.09730 Ha
HOMO-LUMO gap: 9.487 eV
Multiplicity: 1
E_HOMO: -8.710 eV

Positions of all 17 atoms, in Å:
N 2.12 0.62 0.47
N 1.41 -0.40 0.99
C 0.20 -0.50 0.67
C -0.46 -1.65 1.11
S -0.96 -2.65 -0.37
N -0.59 0.37 -0.07
C -0.58 1.13 -1.42
C -0.55 1.83 -0.17
H 1.79 0.91 -0.42
H 3.11 0.07 0.28
H 0.35 -2.33 1.46
H -1.32 -1.68 1.93
H -2.12 -2.05 -0.79
H 0.30 1.08 -1.91
H -1.51 0.84 -2.07
H -1.63 2.12 0.24
H 0.44 2.27 0.07

The following is a quantum chemistry calculation of an isolated ion of composition CH3O2S2 and charge -1 at a distorted geometry, from the Open Molecules 2025 dataset.

Calculated values
Calculated total energy: -986.78162 Ha
HOMO-LUMO gap: 7.216 eV
Multiplicity: 1
E_HOMO: -3.592 eV
Charge: -1

Positions of all 8 atoms, in Å:
C 0.01 0.32 0.27
O -1.60 -1.75 0.05
O -2.61 0.48 -0.69
S 1.17 -1.10 -0.25
S -1.87 -0.31 0.39
H 0.22 0.91 1.16
H 0.09 1.01 -0.60
H 0.19 -1.98 -0.50

The following is a quantum chemistry calculation of a 4-piece molecular cluster, C3H11O3S overall at a distorted geometry, from the Open Molecules 2025 dataset.

Calculated values
Calculated total energy: -744.57919 Ha
HOMO-LUMO gap: 3.712 eV
Multiplicity: 1
E_HOMO: -4.476 eV
Charge: -1

Positions of all 18 atoms, in Å:
C 1.40 0.66 -0.14
O 1.76 1.87 0.39
C -0.14 0.48 -0.37
C -0.66 -0.85 -0.76
S -0.26 -1.30 -2.48
H 1.84 -0.25 0.37
H 1.73 0.84 -1.25
H -0.64 0.80 0.59
H -0.42 1.23 -1.21
H -1.73 -0.74 -0.73
H -0.36 -1.66 -0.05
H -2.80 2.57 1.19
H -0.23 0.22 2.28
H 0.91 1.28 1.90
O 0.57 0.72 2.63
H -1.89 -1.60 2.43
H -2.31 2.02 0.99
O -1.48 -0.77 2.10

The following is a quantum chemistry calculation of a 7-piece molecular cluster, C43H40B3ClO16 overall at a distorted geometry, from the Open Molecules 2025 dataset.

Calculated values
Calculated total energy: -3401.04472 Ha
HOMO-LUMO gap: 8.247 eV
Multiplicity: 1
E_HOMO: -10.103 eV

Positions of all 103 atoms, in Å:
C 1.21 0.38 -6.69
C 1.59 -0.56 -8.02
O 2.06 -1.91 -7.63
C 0.96 -2.75 -7.12
B 1.43 -3.57 -5.76
O 0.49 -4.36 -4.89
B 0.60 -3.71 -3.53
Cl -0.93 -3.03 -2.66
O 1.96 -3.57 -2.90
B 2.72 -2.81 -3.96
C 3.32 -1.29 -3.77
C 4.29 -1.08 -2.47
C 3.51 -0.60 -1.11
C 5.33 0.17 -2.86
O 2.86 -3.55 -5.26
H 0.10 0.25 -6.36
H 1.89 0.00 -5.81
H 1.53 1.49 -6.92
H 2.53 -0.02 -8.51
H 0.71 -0.58 -8.80
H 0.00 -2.13 -6.80
H 0.63 -3.49 -7.99
H 2.38 -0.57 -3.69
H 3.94 -0.94 -4.71
H 4.95 -2.04 -2.33
H 3.36 -1.47 -0.31
H 4.21 0.19 -0.57
H 2.45 -0.14 -1.29
H 4.68 1.15 -3.02
H 6.07 0.28 -1.96
H 5.85 -0.18 -3.87
O 1.30 -0.92 1.70
C 0.39 -1.70 1.92
C -0.17 -1.86 3.28
C -1.17 -2.71 3.53
C -1.76 -3.53 2.45
O -2.68 -4.31 2.68
C -1.20 -3.38 1.10
C -0.20 -2.53 0.85
H 0.27 -1.25 4.06
H -1.59 -2.84 4.52
H -1.64 -3.99 0.32
H 0.22 -2.40 -0.14
O 4.97 5.24 -9.26
C 4.90 4.56 -8.25
C 5.16 5.13 -6.92
C 5.09 4.38 -5.81
C 4.74 2.95 -5.88
O 4.67 2.27 -4.86
C 4.48 2.37 -7.21
C 4.55 3.12 -8.32
H 5.42 6.18 -6.89
H 5.28 4.79 -4.83
H 4.22 1.32 -7.24
H 4.36 2.72 -9.30
O -3.02 -1.64 6.40
C -3.93 -2.41 6.63
C -4.49 -2.57 7.99
C -5.49 -3.42 8.23
C -6.08 -4.25 7.16
O -7.00 -5.03 7.39
C -5.52 -4.09 5.80
C -4.52 -3.24 5.56
H -4.05 -1.96 8.77
H -5.91 -3.55 9.22
H -5.96 -4.70 5.02
H -4.10 -3.11 4.57
O -3.97 -1.29 2.76
C -3.66 -0.14 2.48
C -4.09 1.00 3.32
C -3.75 2.25 3.01
C -2.94 2.56 1.82
O -2.64 3.71 1.54
C -2.52 1.43 0.97
C -2.86 0.17 1.28
H -4.68 0.76 4.20
H -4.05 3.10 3.62
H -1.93 1.67 0.10
H -2.56 -0.67 0.67
O -7.39 3.19 3.13
C -7.29 4.39 3.31
C -8.01 5.07 4.41
C -7.90 6.39 4.60
C -7.05 7.22 3.73
O -6.95 8.43 3.91
C -6.33 6.55 2.63
C -6.44 5.23 2.44
H -8.63 4.44 5.04
H -8.42 6.90 5.40
H -5.71 7.17 2.00
H -5.92 4.72 1.64
O 7.29 -1.35 2.84
C 6.22 -1.40 3.42
C 5.87 -0.42 4.47
C 4.70 -0.47 5.11
C 3.70 -1.51 4.80
O 2.63 -1.56 5.38
C 4.05 -2.49 3.75
C 5.22 -2.44 3.11
H 6.61 0.34 4.69
H 4.43 0.24 5.88
H 3.30 -3.25 3.53
H 5.49 -3.15 2.34

The following is a quantum chemistry calculation of a 3-piece molecular cluster, C4H15NO2 overall at a distorted geometry, from the Open Molecules 2025 dataset.

Calculated values
Calculated total energy: -366.58660 Ha
HOMO-LUMO gap: 8.828 eV
Multiplicity: 1
E_HOMO: -8.122 eV

Positions of all 22 atoms, in Å:
C 1.14 1.07 1.25
C 1.50 -0.29 0.68
N 0.35 -0.94 0.15
C 0.34 -2.33 -0.25
C -1.14 -2.78 -0.52
H 0.46 0.89 2.08
H 1.98 1.75 1.30
H 0.47 1.59 0.54
H 1.94 -0.86 1.51
H 2.31 -0.21 -0.08
H -0.10 -0.37 -0.54
H 0.84 -3.06 0.37
H 0.83 -2.38 -1.24
H -1.60 -1.83 -0.83
H -1.65 -2.91 0.43
H -1.15 -3.51 -1.31
O -1.02 3.80 0.91
H -1.54 2.99 0.79
H -1.12 4.06 1.82
O -1.00 1.53 -2.21
H -0.66 2.25 -1.72
H -1.18 1.55 -3.14

The following is a quantum chemistry calculation of C34H57LuN3O2SSi as an isolated structure at a distorted geometry, from the Open Molecules 2025 dataset.

Calculated values
Calculated total energy: -3567.55179 Ha
HOMO-LUMO gap: 8.515 eV
Multiplicity: 1
E_HOMO: -11.028 eV
Charge: +1

Positions of all 99 atoms, in Å:
O 1.90 -2.37 -1.62
O 0.80 -0.43 -2.95
C 2.99 -2.25 -0.70
C 3.07 -3.29 0.40
H 2.92 -1.24 -0.30
H 3.87 -2.29 -1.36
H 2.42 -3.03 1.23
H 4.10 -3.28 0.78
H 2.83 -4.31 0.05
C 0.67 -2.93 -1.13
C 0.34 -4.11 -2.00
H -0.09 -2.13 -1.22
H 0.75 -3.20 -0.05
H -0.01 -3.78 -2.97
H -0.44 -4.71 -1.55
H 1.23 -4.74 -2.13
C -0.41 0.13 -3.53
C 1.87 -0.84 -3.85
C -1.52 -0.88 -3.42
H -0.21 0.37 -4.58
H -0.65 1.06 -3.00
H -1.28 -1.77 -4.03
H -2.46 -0.46 -3.78
H -1.67 -1.21 -2.38
C 1.40 -1.76 -4.93
H 2.58 -1.38 -3.21
H 2.36 0.06 -4.24
H 0.97 -2.68 -4.52
H 2.30 -2.06 -5.49
H 0.70 -1.31 -5.64
H 1.11 -0.07 -1.71
N -0.84 -0.49 2.76
C -1.64 -0.03 3.76
C -2.52 1.06 3.66
C -2.78 1.85 2.52
C -1.68 -0.80 5.05
H -0.71 -1.20 5.35
H -2.40 -1.63 4.98
H -2.04 -0.13 5.84
C -3.95 2.77 2.48
H -4.66 2.50 1.69
H -3.64 3.81 2.30
H -4.48 2.74 3.43
N -1.95 1.82 1.47
C -0.47 -1.88 2.79
C 0.79 -2.25 3.30
C 1.78 -1.21 3.74
C 1.10 -3.61 3.44
H 2.08 -3.88 3.83
C 0.17 -4.59 3.12
H 0.42 -5.64 3.24
C -1.08 -4.22 2.64
H -1.83 -4.97 2.39
C -1.43 -2.87 2.50
C -2.83 -2.51 2.09
C -2.16 2.46 0.20
C -1.52 3.69 -0.04
C -0.76 4.37 1.06
C -1.52 4.21 -1.33
H -1.00 5.15 -1.51
C -2.19 3.54 -2.35
H -2.19 3.96 -3.36
C -2.86 2.34 -2.10
H -3.39 1.82 -2.90
C -2.85 1.78 -0.82
C -3.46 0.43 -0.57
Lu 0.10 1.15 1.45
H 2.39 -0.84 2.89
H 2.48 -1.67 4.46
H 1.32 -0.34 4.23
H -2.87 -1.68 1.38
H -3.47 -2.26 2.96
H -3.29 -3.39 1.61
H -0.56 5.41 0.76
H 0.23 3.92 1.28
H -1.31 4.40 2.01
H -3.91 0.34 0.43
H -2.72 -0.38 -0.68
H -4.25 0.23 -1.31
H -3.14 1.26 4.54
C 1.13 0.90 -0.70
Si 2.20 2.22 -1.57
H 0.03 1.09 -0.66
H 1.65 0.45 0.18
C 3.88 1.55 -2.05
C 2.48 3.73 -0.53
C 1.46 2.86 -3.18
H 2.02 3.76 -3.48
H 0.40 3.16 -3.08
H 1.53 2.15 -4.02
H 4.53 1.49 -1.18
H 4.37 2.22 -2.77
H 3.86 0.56 -2.51
H 2.77 3.50 0.50
H 1.59 4.37 -0.51
H 3.29 4.31 -1.00
S 3.79 3.24 3.88
C 2.51 2.66 3.19
N 1.53 2.21 2.65

The following is a quantum chemistry calculation of C9H7ClO3Os as an isolated structure at a distorted geometry, from the Open Molecules 2025 dataset.

Calculated values
Calculated total energy: -1122.81823 Ha
HOMO-LUMO gap (spin up / spin down): 5.827 / 6.295 eV
Expectation value of S²: 6.024
Multiplicity: 5
E_HOMO (spin up / spin down): -14.380 / -19.468 eV
Charge: +2

Positions of all 21 atoms, in Å:
Cl -2.54 -0.73 -1.43
C 1.30 0.97 -1.43
C 1.24 1.64 -0.15
C -0.08 2.16 0.03
H 2.08 1.77 0.54
C -0.83 1.89 -1.19
C 0.01 1.10 -2.06
H -0.27 0.71 -3.03
H 2.17 0.51 -1.87
H -0.45 2.77 0.84
C -2.25 2.24 -1.35
Os -0.18 -0.10 -0.10
C -1.20 -0.14 1.50
O -1.88 -0.17 2.44
C -0.82 -1.84 -0.80
O -1.02 -2.92 -1.13
H -2.72 2.46 -0.39
H -2.76 1.35 -1.68
H -2.51 3.00 -2.08
O 2.15 -1.56 1.27
C 1.27 -0.97 0.77

The following is a quantum chemistry calculation of C26H36FN11O2PS2SeTc as an isolated structure at a distorted geometry, from the Open Molecules 2025 dataset.

Calculated values
Calculated total energy: -5484.15606 Ha
HOMO-LUMO gap (spin up / spin down): 5.219 / 5.011 eV
Expectation value of S²: 0.856
Multiplicity: 2
E_HOMO (spin up / spin down): -14.810 / -14.629 eV
Charge: +3

Positions of all 81 atoms, in Å:
Tc 0.57 1.67 1.47
C 4.60 0.83 0.05
C 3.21 1.30 0.33
N 2.48 0.93 1.32
N 3.06 0.09 2.26
C 2.39 0.10 3.37
N 2.84 -0.64 4.41
S 0.94 1.07 3.66
C 2.59 2.37 -0.47
C 3.18 2.92 -1.59
C 2.56 3.98 -2.23
C 1.37 4.48 -1.71
C 0.83 3.88 -0.59
N 1.41 2.83 0.02
H 4.99 0.29 0.91
H 5.26 1.67 -0.16
H 4.61 0.18 -0.83
H 3.79 -0.98 4.37
H 2.46 -0.47 5.32
H 4.12 2.53 -1.94
H 3.00 4.42 -3.11
H 0.87 5.33 -2.16
H -0.09 4.24 -0.17
N 3.52 -4.03 0.46
C 2.83 -3.29 1.59
P 1.09 -2.97 1.03
O 1.26 -3.06 -0.45
O 0.50 -1.79 1.75
C 0.03 -4.37 1.66
N -1.07 -3.77 2.53
H 3.49 -5.04 0.56
H 4.50 -3.76 0.34
H 2.96 -3.78 -0.38
H 3.29 -2.30 1.67
H 2.93 -3.82 2.53
H 0.59 -5.08 2.26
H -0.42 -4.88 0.82
H -1.14 -4.20 3.44
H -1.97 -3.81 2.07
H -0.81 -2.76 2.62
C -2.12 1.61 -4.75
N -0.72 1.23 -4.81
C -0.02 1.20 -6.10
C 1.35 0.62 -5.73
N 1.30 0.63 -4.26
C 0.06 0.89 -3.79
S -0.37 0.78 -2.14
H -2.26 2.58 -5.24
H -2.42 1.68 -3.71
H -2.74 0.87 -5.26
H 0.05 2.20 -6.51
H -0.56 0.58 -6.81
H 2.17 1.23 -6.10
H 1.48 -0.39 -6.11
H 1.96 0.15 -3.69
Se -4.43 0.64 0.06
N -4.73 2.32 0.29
C -3.70 2.90 0.87
C -3.67 4.27 1.28
C -2.55 4.68 1.92
C -1.45 3.79 2.07
N -1.39 2.54 1.64
C -2.57 2.06 1.12
N -2.81 0.78 0.84
H -4.53 4.91 1.12
H -2.47 5.69 2.29
H -0.54 4.15 2.54
F -4.92 -5.12 2.03
C -4.24 -4.00 1.84
C -4.51 -2.90 2.64
C -3.78 -1.74 2.43
C -2.80 -1.67 1.43
C -1.99 -0.43 1.17
C -2.56 -2.80 0.64
C -3.27 -3.98 0.85
H -5.27 -2.97 3.41
H -3.97 -0.88 3.07
H -1.33 -0.62 0.34
H -1.39 -0.19 2.04
H -1.80 -2.75 -0.14
H -3.11 -4.85 0.23

The following is a quantum chemistry calculation of one molecule with the formula C24H31NO6 at a distorted geometry, from the Open Molecules 2025 dataset.

Calculated values
Calculated total energy: -1438.67286 Ha
HOMO-LUMO gap: 7.886 eV
Multiplicity: 1
E_HOMO: -7.659 eV

Positions of all 62 atoms, in Å:
C -4.92 -4.51 1.09
C -4.24 -3.42 0.12
C -4.76 -1.94 0.49
C -4.30 -0.95 -0.40
C -4.87 0.27 -0.12
C -4.36 1.61 -0.95
C -2.92 1.79 -0.74
C -1.85 1.27 -1.49
C -2.03 0.42 -2.71
C -0.56 1.78 -1.13
C 0.47 1.27 -2.04
C 1.90 1.28 -1.70
C 2.16 2.26 -0.37
O 3.33 2.55 0.20
C 4.50 2.29 -0.99
C 4.80 0.63 -0.85
O 4.97 -0.13 -1.91
N 4.68 0.08 0.27
C 4.27 0.36 1.75
C 4.83 -0.80 2.61
C 4.43 -2.01 1.56
C 4.81 -1.65 0.25
C 4.00 -1.98 -0.76
O 4.31 -3.13 -1.61
O 2.76 -1.59 -0.60
C 1.08 2.57 0.29
C 1.33 3.38 1.80
C -0.29 2.24 0.16
O -1.17 2.53 0.91
C -2.56 2.43 0.66
O -3.22 3.02 1.31
H -4.56 -4.34 2.34
H -4.51 -5.55 0.63
H -6.00 -4.54 1.02
H -4.73 -3.60 -0.86
H -3.27 -3.31 0.23
H -5.97 -1.93 0.65
H -4.69 -1.89 1.49
H -4.55 -1.21 -1.31
H -3.15 -0.99 -0.18
H -4.70 0.56 1.12
H -6.07 0.32 0.11
H -4.80 2.56 -0.56
H -4.41 1.49 -1.98
H -3.20 0.52 -3.01
H -1.89 1.18 -3.55
H -1.67 -0.36 -2.76
H 0.48 0.53 -2.81
H 2.83 1.07 -2.23
H 5.32 2.43 -0.23
H 4.34 2.57 -1.84
H 3.13 0.64 1.99
H 4.78 1.29 1.88
H 5.89 -0.59 2.65
H 4.37 -0.83 3.66
H 3.42 -2.14 1.76
H 4.89 -2.75 2.08
H 5.84 -1.83 0.03
H 2.22 -1.98 -1.56
H 2.20 3.95 1.48
H 1.40 2.74 2.66
H 0.50 4.07 1.99